[1]
Computed, not measured: a molecular structure, C8H16N2PSV, with the ωB97M-V functional and the def2-TZVPD basis.

Each line ends with the Löwdin spin population.
CARTESIAN COORDINATES (ANGSTROEM)
1 C -1.311 1.061 -1.029  -0.047
2 C -1.715 0.785 -2.331  0.000
3 C -2.239 -0.540 -2.459  -0.055
4 C -2.203 -1.150 -1.166  -0.007
5 C -1.683 -0.297 -0.196  -0.032
6 V 2.713 0.024 0.641  2.350
7 P 1.669 1.078 2.511  0.073
8 H -0.814 1.967 -0.663  0.004
9 H -1.637 1.494 -3.144  0.001
10 H -2.599 -1.017 -3.395  -0.003
11 H -1.554 -0.506 0.868  0.000
12 H -2.530 -2.156 -0.952  0.001
13 H 0.542 0.487 3.181  0.004
14 H 1.161 2.415 2.340  0.008
15 H 2.557 1.307 3.620  0.010
16 C 5.116 -1.421 -0.851  -0.001
17 N 3.942 -2.340 -0.767  -0.066
18 C 2.982 -2.054 0.210  -0.176
19 S 1.348 -1.717 -0.106  -0.050
20 N 3.490 -1.779 1.528  -0.017
21 C 4.742 -2.499 1.884  -0.001
22 H 5.246 -0.841 0.078  0.004
23 H 5.001 -0.710 -1.680  0.000
24 H 6.011 -2.025 -1.034  0.001
25 H 3.492 -2.436 -1.683  -0.002
26 H 2.783 -1.993 2.240  -0.001
27 H 5.541 -1.804 2.160  0.000
28 H 4.547 -3.164 2.736  -0.001
29 H 5.056 -3.129 1.041  0.000

Output
HOMO energy (spin up / spin down)   -0.1666 / -0.1844 Eh
Electronic energy   -57340.0848 eV
Energy above the lowest of the compared OMol25 structures with the same formula, charge and spin   91.2 kcal/mol
<S²>   2.43
LUMO (spin up / spin down)   -1.4 / -1.3 eV
Charge   0
Orbital gap (spin up / spin down)   3.14 / 3.71 eV
M   254.22 g/mol
Max |F|   3.97 eV Å⁻¹
2S+1   3

---

[2]
Computed, not measured: 2 unconnected molecules or ions with the total composition C6H10O3, with the ωB97M-V functional and the def2-TZVPD basis.

Each line ends with the natural charge from an NBO analysis.
CARTESIAN COORDINATES (ANGSTROEM)
1 O 2.197 -0.715 -1.916  -0.523
2 C 1.027 -0.485 -1.716  0.318
3 C 0.510 0.976 -1.371  0.704
4 O -0.586 1.385 -1.661  -0.603
5 O 1.489 1.763 -0.926  -0.669
6 H 0.197 -0.991 -2.236  0.146
7 H 1.158 2.664 -0.770  0.496
8 C 0.547 -1.376 0.303  -0.456
9 C -0.357 -0.468 0.748  0.113
10 C 0.041 0.632 1.675  -0.669
11 C -1.813 -0.591 0.450  -0.665
12 H 0.219 -2.289 -0.168  0.217
13 H 1.549 -1.394 0.703  0.223
14 H -0.276 0.385 2.690  0.234
15 H -0.454 1.560 1.390  0.218
16 H 1.123 0.767 1.666  0.230
17 H -2.176 0.313 -0.040  0.242
18 H -2.021 -1.437 -0.201  0.219
19 H -2.374 -0.700 1.380  0.226

Output
HOMO energy   -0.3474 Eh
Electronic energy   -12525.1920 eV
Energy above the lowest of the compared OMol25 structures with the same formula, charge and spin   36.5 kcal/mol
LUMO   0.3 eV
Charge   0
Orbital gap   9.76 eV
M   130.14 g/mol
Max |F|   2.72 eV Å⁻¹

---

[3]
Computed, not measured: a molecular structure, C17H23N3O2S2V, with the ωB97M-V functional and the def2-TZVPD basis.

Each line ends with the Löwdin spin population.
CARTESIAN COORDINATES (ANGSTROEM)
1 V -0.152 -0.124 0.149  0.942
2 C 2.483 -0.745 -1.387  0.001
3 O 2.068 -0.145 -0.150  0.002
4 C 2.618 1.150 0.087  0.000
5 C 1.940 2.182 -0.772  0.000
6 O 0.548 2.037 -0.550  0.021
7 C -0.224 2.936 -1.339  0.000
8 H 3.563 -0.632 -1.503  0.000
9 H 1.968 -0.291 -2.236  0.001
10 H 2.210 -1.794 -1.329  0.000
11 H 3.697 1.142 -0.091  0.000
12 H 2.429 1.351 1.142  0.000
13 H 2.158 2.039 -1.837  0.000
14 H 2.279 3.185 -0.489  0.000
15 H -0.062 3.962 -0.999  0.000
16 H -1.269 2.661 -1.234  0.000
17 H 0.054 2.853 -2.393  0.000
18 S -2.202 0.288 -0.828  -0.011
19 C -2.922 -1.317 -0.936  0.005
20 C -4.320 -1.379 -1.266  0.000
21 N -5.448 -1.364 -1.497  0.002
22 C -2.207 -2.433 -0.673  0.007
23 S -0.519 -2.380 -0.193  -0.007
24 C -2.831 -3.726 -0.793  0.001
25 N -3.321 -4.763 -0.888  0.002
26 C -4.345 2.175 2.084  0.000
27 N -3.206 1.475 2.732  0.000
28 C -3.340 -0.010 2.550  0.001
29 C -1.870 2.014 2.226  0.002
30 C -0.743 1.306 2.916  0.011
31 C -0.505 1.559 4.268  -0.001
32 C 0.409 0.784 4.963  0.012
33 C 1.056 -0.253 4.296  -0.001
34 C 0.804 -0.488 2.952  0.009
35 C -0.084 0.303 2.194  0.003
36 H -5.277 1.777 2.479  0.000
37 H -4.280 1.979 1.015  0.000
38 H -4.267 3.241 2.285  0.000
39 H -3.221 1.660 3.734  0.000
40 H -3.343 -0.207 1.481  0.000
41 H -4.272 -0.315 3.020  0.000
42 H -2.485 -0.495 3.011  0.000
43 H -1.905 3.094 2.387  0.000
44 H -1.879 1.788 1.163  0.000
45 H -1.025 2.365 4.783  0.000
46 H 0.604 0.976 6.010  0.001
47 H 1.754 -0.884 4.834  0.000
48 H 1.308 -1.324 2.473  0.000

Output
HOMO energy (spin up / spin down)   -0.2367 / -0.2163 Eh
Electronic energy   -73922.3495 eV
<S²>   0.76
LUMO (spin up / spin down)   -0.1 / -0.1 eV
Charge   0
Orbital gap (spin up / spin down)   6.39 / 5.84 eV
M   416.47 g/mol
Max |F|   0.79 eV Å⁻¹
2S+1   2

---

[4]
Computed, not measured: C3H4NOPS in the gas phase, with the ωB97M-V functional and the def2-TZVPD basis.

Each line ends with the natural charge from an NBO analysis.
CARTESIAN COORDINATES (ANGSTROEM)
1 S 2.539 1.200 -3.411  -0.369
2 P 0.863 0.212 -3.611  0.670
3 C -0.017 -0.227 -2.053  -0.221
4 N -1.191 -0.766 -2.036  -0.013
5 O -1.568 -1.125 -0.774  -0.330
6 C -0.709 -0.401 0.177  -0.108
7 C 0.434 0.212 -0.683  -0.504
8 H -0.560 -1.227 0.991  0.201
9 H -1.178 0.373 0.747  0.188
10 H 1.370 -0.204 -0.324  0.245
11 H 0.348 1.382 -0.506  0.241

Output
HOMO energy   -0.3308 Eh
Electronic energy   -26834.4814 eV
Energy above the lowest of the compared OMol25 structures with the same formula, charge and spin   30.5 kcal/mol
LUMO   -1.8 eV
Charge   0
Orbital gap   7.23 eV
M   133.11 g/mol
Max |F|   2.74 eV Å⁻¹

---

[5]
Computed, not measured: CH3Cl2OP in the gas phase, with the ωB97M-V functional and the def2-TZVPD basis.

Each line ends with the natural charge from an NBO analysis.
CARTESIAN COORDINATES (ANGSTROEM)
1 C -0.209 1.103 -1.232  -0.826
2 P 0.070 -0.197 0.105  1.359
3 O 0.754 -0.849 1.612  -0.955
4 Cl -1.794 -0.998 0.476  -0.268
5 Cl 1.047 -1.552 -0.890  -0.211
6 H 0.817 1.389 -1.614  0.214
7 H -0.781 1.896 -0.780  0.196
8 H 0.097 -0.791 2.323  0.491

Output
HOMO energy   -0.3333 Eh
Electronic energy   -37465.9004 eV
Energy above the lowest of the compared OMol25 structures with the same formula, charge and spin   72.6 kcal/mol
LUMO   -0.4 eV
Charge   0
Orbital gap   8.71 eV
M   132.91 g/mol
Max |F|   3.87 eV Å⁻¹

---

[6]
Computed, not measured: C5H10O in the gas phase, with the ωB97M-V functional and the def2-TZVPD basis.

Each line ends with the natural charge from an NBO analysis.
CARTESIAN COORDINATES (ANGSTROEM)
1 O -1.699 -1.190 1.093  -0.712
2 C -1.754 -1.103 -0.309  -0.038
3 C -0.365 -0.496 -1.070  -0.430
4 C 0.507 0.196 -0.045  -0.197
5 C 1.151 1.551 0.013  -0.412
6 C 1.992 0.303 0.166  -0.409
7 H -0.932 -0.612 1.416  0.451
8 H -2.590 -0.450 -0.617  0.156
9 H -1.871 -2.106 -0.747  0.171
10 H -0.765 0.176 -1.844  0.215
11 H 0.147 -1.349 -1.548  0.211
12 H 0.094 0.008 1.000  0.138
13 H 1.289 2.161 -0.878  0.217
14 H 0.912 2.122 0.907  0.211
15 H 2.710 0.053 -0.611  0.217
16 H 2.320 0.031 1.168  0.211

Output
HOMO energy   -0.3679 Eh
Electronic energy   -7392.4186 eV
Energy above the lowest of the compared OMol25 structures with the same formula, charge and spin   54.1 kcal/mol
LUMO   1.1 eV
Charge   0
Orbital gap   11.07 eV
M   86.13 g/mol
Max |F|   2.52 eV Å⁻¹

---

[7]
Computed, not measured: 9 unconnected molecules or ions with the total composition C42H56F24NO24S, with the ωB97M-V functional and the def2-TZVPD basis.

Each line ends with the Löwdin charge.
CARTESIAN COORDINATES (ANGSTROEM)
1 C 1.105 -4.651 2.636  -0.110
2 O 1.334 -3.323 2.182  -0.189
3 C 0.306 -2.779 1.380  -0.234
4 C 0.326 -3.288 -0.098  -0.150
5 C 1.754 -3.672 -0.467  -0.157
6 C 1.935 -3.798 -1.992  -0.093
7 C 3.327 -4.359 -2.305  -0.257
8 C 3.069 -5.905 -2.596  -0.666
9 O 3.599 -6.723 -1.811  -0.007
10 O 2.359 -6.206 -3.556  -0.025
11 O 4.246 -4.386 -1.187  0.099
12 C 5.476 -4.499 -1.661  -0.529
13 O 6.493 -4.618 -1.039  0.149
14 O 5.409 -4.373 -3.064  0.110
15 C 4.242 -3.676 -3.326  -0.505
16 N 3.673 -3.874 -4.610  0.147
17 S 4.463 -1.811 -3.187  0.713
18 C 5.880 -1.345 -2.188  -0.106
19 O 3.292 -1.134 -2.674  -0.326
20 O 4.743 -1.347 -4.529  -0.350
21 H 0.217 -5.108 2.207  0.087
22 H 1.113 -4.669 3.724  0.076
23 H 1.951 -5.250 2.289  0.092
24 H -0.674 -2.930 1.823  0.091
25 H 0.496 -1.707 1.332  0.115
26 H -0.379 -4.120 -0.154  0.117
27 H -0.064 -2.472 -0.702  0.072
28 H 2.445 -2.923 -0.091  0.124
29 H 1.952 -4.655 -0.052  0.120
30 H 1.208 -4.537 -2.315  0.119
31 H 1.698 -2.877 -2.521  0.099
32 H 4.392 -3.849 -5.321  0.107
33 H 2.949 -3.199 -4.800  0.095
34 H 5.544 -0.835 -1.292  0.070
35 H 6.510 -2.181 -1.885  0.053
36 H 6.490 -0.691 -2.799  0.065
37 C -4.490 0.978 -4.012  -0.049
38 C -4.533 1.158 -2.506  -0.182
39 O -3.563 0.309 -1.862  0.053
40 C -2.315 0.747 -1.852  -0.389
41 O -1.916 1.776 -2.311  0.165
42 C -1.414 -0.254 -1.120  -0.546
43 F -1.662 -1.510 -1.516  0.154
44 F -1.609 -0.201 0.206  0.167
45 F -0.132 0.001 -1.346  0.183
46 H -4.617 -0.069 -4.284  0.090
47 H -5.271 1.562 -4.496  0.080
48 H -3.530 1.295 -4.415  0.056
49 H -5.489 0.865 -2.122  0.095
50 H -4.378 2.198 -2.215  0.131
51 C -9.978 -1.133 -7.157  -0.059
52 C -9.555 0.299 -6.906  -0.194
53 O -9.263 0.520 -5.513  0.036
54 C -8.071 0.116 -5.101  -0.399
55 O -7.234 -0.408 -5.771  0.178
56 C -7.890 0.460 -3.617  -0.536
57 F -8.962 0.131 -2.891  0.174
58 F -7.693 1.776 -3.445  0.166
59 F -6.841 -0.176 -3.095  0.143
60 H -10.818 -1.400 -6.515  0.083
61 H -10.271 -1.266 -8.198  0.083
62 H -9.168 -1.826 -6.935  0.078
63 H -10.368 0.978 -7.152  0.124
64 H -8.699 0.579 -7.519  0.127
65 C 10.351 -4.612 -1.499  -0.054
66 C 11.061 -3.809 -0.433  -0.192
67 O 11.792 -2.704 -1.005  0.031
68 C 11.082 -1.628 -1.308  -0.407
69 O 9.907 -1.490 -1.154  0.175
70 C 12.008 -0.536 -1.860  -0.548
71 F 12.861 -1.023 -2.770  0.163
72 F 12.737 0.008 -0.874  0.161
73 F 11.317 0.441 -2.438  0.173
74 H 11.057 -4.941 -2.264  0.082
75 H 9.869 -5.485 -1.063  0.088
76 H 9.589 -4.015 -1.999  0.076
77 H 11.802 -4.427 0.070  0.122
78 H 10.368 -3.450 0.326  0.127
79 C -3.457 -4.183 8.465  -0.060
80 C -2.604 -5.049 7.562  -0.197
81 O -2.617 -4.561 6.208  0.037
82 C -1.814 -3.538 5.955  -0.396
83 O -1.098 -2.995 6.741  0.169
84 C -1.897 -3.159 4.471  -0.537
85 F -3.165 -3.096 4.044  0.168
86 F -1.260 -4.067 3.720  0.148
87 F -1.343 -1.974 4.242  0.175
88 H -4.470 -4.101 8.068  0.083
89 H -3.502 -4.607 9.467  0.082
90 H -3.054 -3.173 8.536  0.076
91 H -3.009 -6.058 7.519  0.124
92 H -1.580 -5.123 7.926  0.126
93 C 0.050 0.795 6.659  -0.055
94 C 1.048 0.827 7.793  -0.185
95 O 0.662 1.781 8.808  0.033
96 C -0.262 1.379 9.665  -0.408
97 O -0.803 0.315 9.678  0.176
98 C -0.523 2.484 10.697  -0.541
99 F -0.659 3.687 10.116  0.151
100 F 0.491 2.574 11.568  0.168
101 F -1.628 2.253 11.397  0.173
102 H -0.093 1.795 6.246  0.083
103 H 0.394 0.130 5.868  0.085
104 H -0.924 0.445 7.002  0.077
105 H 2.019 1.157 7.428  0.126
106 H 1.185 -0.159 8.236  0.127
107 C -1.499 6.417 8.371  -0.055
108 C -2.165 6.654 9.710  -0.195
109 O -2.575 8.030 9.842  0.035
110 C -3.707 8.360 9.241  -0.405
111 O -4.408 7.631 8.607  0.174
112 C -4.026 9.837 9.511  -0.550
113 F -2.952 10.614 9.335  0.165
114 F -4.445 10.004 10.774  0.165
115 F -4.984 10.281 8.704  0.173
116 H -0.671 7.113 8.230  0.086
117 H -1.120 5.399 8.307  0.068
118 H -2.198 6.577 7.551  0.079
119 H -1.457 6.469 10.515  0.122
120 H -3.012 5.986 9.864  0.127
121 C 1.655 0.322 -6.014  -0.044
122 C 0.561 -0.695 -6.256  -0.180
123 O -0.692 -0.052 -6.588  0.030
124 C -0.838 0.354 -7.838  -0.408
125 O -0.042 0.245 -8.720  0.173
126 C -2.235 0.969 -8.011  -0.541
127 F -2.522 1.808 -7.007  0.147
128 F -3.179 0.017 -8.023  0.166
129 F -2.344 1.649 -9.149  0.171
130 H 1.348 1.037 -5.250  0.084
131 H 2.569 -0.173 -5.687  0.068
132 H 1.872 0.888 -6.920  0.078
133 H 0.373 -1.263 -5.347  0.125
134 H 0.835 -1.407 -7.034  0.127
135 C -1.810 3.920 -5.188  -0.059
136 C -1.352 4.742 -4.009  -0.182
137 O -0.396 5.748 -4.409  0.042
138 C -0.899 6.848 -4.941  -0.408
139 O -2.057 7.083 -5.119  0.167
140 C 0.234 7.831 -5.269  -0.549
141 F 1.251 7.223 -5.889  0.167
142 F 0.717 8.386 -4.148  0.164
143 F -0.190 8.814 -6.058  0.168
144 H -0.949 3.488 -5.699  0.085
145 H -2.464 3.119 -4.856  0.052
146 H -2.348 4.524 -5.919  0.084
147 H -0.838 4.099 -3.299  0.118
148 H -2.188 5.205 -3.485  0.128

Output
HOMO energy   -0.1798 Eh
Electronic energy   -171150.8297 eV
Energy above the lowest of the compared OMol25 structures with the same formula, charge and spin   0.0 kcal/mol
LUMO   1.6 eV
Charge   -1
Orbital gap   6.49 eV
M   1446.91 g/mol
Max |F|   3.10 eV Å⁻¹

---

[8]
Computed, not measured: C4H5N3 in the gas phase, with the ωB97M-V functional and the def2-TZVPD basis.

Each line ends with the natural charge from an NBO analysis.
CARTESIAN COORDINATES (ANGSTROEM)
1 N 1.019 0.953 2.605  -0.306
2 C 0.355 0.623 1.720  0.256
3 C -0.495 0.186 0.593  -0.177
4 C -0.125 0.942 -0.712  -0.247
5 N 0.673 0.036 -1.477  -0.434
6 C 0.496 -1.129 -1.014  0.230
7 N -0.268 -1.212 0.192  -0.629
8 H -1.541 0.352 0.867  0.241
9 H -1.024 1.127 -1.318  0.210
10 H 0.427 1.865 -0.590  0.223
11 H 0.630 -1.846 -1.802  0.220
12 H -0.147 -1.899 0.936  0.412

Output
HOMO energy   -0.3495 Eh
Electronic energy   -8697.9999 eV
Energy above the lowest of the compared OMol25 structures with the same formula, charge and spin   41.8 kcal/mol
LUMO   0.7 eV
Charge   0
Orbital gap   10.26 eV
M   95.10 g/mol
Max |F|   1.81 eV Å⁻¹